(1)
Formula: C5H10O2
Source: the OMol25 dataset
Level of theory: ωB97M-V/def2-TZVPD

SMILES string ... CCO[C@@H](C)C=O
E_HOMO ... -9.55 eV
Gap between HOMO and LUMO ... 10.6 eV
Maximum force ... 0.026 Eh/bohr
Lowest unoccupied orbital energy ... 1.08 eV
Electronic energy ... -9440.242 eV

Last column: natural (NBO) charge in e.
Element x y z (Å)
O (0.032, 0.163, -1.914)  -0.5214
O (0.199, -0.226, 0.960)  -0.5357
C (-0.696, -0.352, -1.104)  0.4239
C (0.705, 2.196, -0.319)  -0.6503
C (-0.150, -1.238, -0.005)  0.0000
C (-1.171, -2.268, 0.545)  -0.6309
C (1.083, 0.909, 0.545)  -0.0730
H (-1.244, -3.184, -0.070)  0.2213
H (0.508, 2.288, -1.407)  0.2387
H (0.732, -1.771, -0.392)  0.1778
H (-1.765, -0.062, -0.989)  0.1112
H (-0.123, 2.744, 0.147)  0.2068
H (2.024, 0.430, 0.233)  0.1797
H (1.265, 1.380, 1.517)  0.1953
H (-0.865, -2.583, 1.544)  0.2310
H (1.601, 2.815, -0.183)  0.2145
H (-2.191, -1.867, 0.600)  0.2111

---

(2)
Formula: C21H51B3N2O4
Source: the OMol25 dataset
Level of theory: ωB97M-V/def2-TZVPD

SMILES string ... COCCCCCCCCB1OBOBO1.CCN(CC)CC.CCN(CC)CC
E_HOMO ... -8.14 eV
Gap between HOMO and LUMO ... 8.7 eV
Maximum force ... 0.020 Eh/bohr
Lowest unoccupied orbital energy ... 0.55 eV
Electronic energy ... -35809.366 eV

Last column: Löwdin charge in e.
Element x y z (Å)
O (-0.126, -3.723, 2.135)  0.2633
O (-0.117, -2.666, 4.281)  0.2223
O (9.673, -3.074, 0.234)  -0.1870
O (-0.255, -1.364, 2.312)  0.2531
N (-1.008, 2.200, -1.906)  -0.1963
N (-6.568, 1.116, 0.792)  -0.2001
C (-1.845, 3.061, -4.168)  -0.0836
C (-1.376, 3.334, -2.733)  -0.2477
C (-8.283, 2.980, 0.420)  -0.0817
C (5.626, -1.423, 1.242)  -0.2201
C (6.970, -0.701, 1.246)  -0.2052
C (3.563, -2.026, -0.133)  -0.2050
C (9.218, -1.909, 0.885)  -0.2354
C (4.769, -1.093, 0.028)  -0.2112
C (1.059, -2.300, 0.329)  -0.0485
C (-5.925, 1.746, -1.605)  -0.0876
C (8.874, -4.211, 0.469)  -0.1095
C (-5.883, 2.130, 2.950)  -0.0896
C (-7.945, 1.564, 0.905)  -0.2464
C (0.276, 0.573, -3.413)  -0.0777
C (2.391, -1.653, 0.771)  -0.1911
C (-2.116, 1.308, -1.622)  -0.2700
C (7.973, -1.290, 0.237)  -0.1711
C (0.250, 1.550, -2.229)  -0.2424
C (-1.803, 0.303, -0.526)  -0.0756
C (-6.143, 0.681, -0.524)  -0.2446
C (-5.581, 1.936, 1.472)  -0.2746
B (0.169, -2.478, 1.589)  -0.5520
B (0.111, -1.468, 3.634)  -0.3443
B (-0.031, -3.802, 3.503)  -0.3331
H (-5.327, 2.581, -1.238)  0.0587
H (9.035, -2.111, 1.947)  0.1162
H (-0.526, 4.021, -2.758)  0.1110
H (-8.333, 3.046, -0.666)  0.0539
H (-4.619, 1.424, 1.377)  0.1122
H (0.174, -4.848, 4.028)  0.1141
H (3.241, -2.056, -1.173)  0.1104
H (-2.699, -0.267, -0.276)  0.0688
H (-2.598, 2.274, -4.207)  0.0637
H (10.050, -1.211, 0.841)  0.1217
H (0.994, 2.335, -2.388)  0.1147
H (0.550, -1.630, -0.364)  0.0899
H (1.181, -0.035, -3.368)  0.0676
H (8.299, -0.523, -0.461)  0.1097
H (5.078, -1.143, 2.143)  0.1125
H (5.365, -1.122, -0.885)  0.1091
H (-9.258, 3.279, 0.808)  0.0707
H (-2.464, 0.762, -2.515)  0.1044
H (0.277, 1.086, -4.373)  0.0548
H (6.824, 0.361, 1.044)  0.1090
H (-5.053, 2.650, 3.429)  0.0726
H (2.637, -1.982, 1.786)  0.1176
H (-1.021, 2.780, -4.822)  0.0551
H (3.880, -3.038, 0.131)  0.1145
H (-5.387, 1.304, -2.447)  0.0668
H (-1.041, -0.412, -0.834)  0.0434
H (7.475, -2.073, -0.334)  0.1009
H (-2.958, 1.925, -1.294)  0.1004
H (7.386, -0.750, 2.254)  0.1020
H (-8.239, 1.483, 1.954)  0.1005
H (9.308, -4.824, 1.261)  0.0873
H (-2.174, 3.867, -2.206)  0.1092
H (0.589, 1.014, -1.337)  0.0943
H (-0.575, -0.109, -3.395)  0.0669
H (1.238, -3.250, -0.171)  0.1166
H (-7.555, 3.714, 0.769)  0.0657
H (-8.570, 0.840, 0.377)  0.1136
H (4.388, -0.074, 0.129)  0.1125
H (7.854, -3.945, 0.752)  0.0733
H (-6.779, 2.729, 3.112)  0.0640
H (-6.863, 2.140, -1.996)  0.0565
H (2.273, -0.571, 0.812)  0.1208
H (-2.295, 3.965, -4.584)  0.0698
H (-5.204, 0.134, -0.389)  0.0970
H (-6.864, -0.057, -0.888)  0.1126
H (8.832, -4.803, -0.442)  0.0881
H (0.668, -0.575, 4.187)  0.1196
H (-6.017, 1.168, 3.445)  0.0801
H (-5.450, 2.926, 1.004)  0.1027
H (5.807, -2.500, 1.269)  0.1063
H (-1.456, 0.807, 0.377)  0.0887

---

(3)
Formula: C5H14S2
Source: the OMol25 dataset
Level of theory: ωB97M-V/def2-TZVPD

SMILES string ... CCSC.CSC
E_HOMO ... -8.47 eV
Gap between HOMO and LUMO ... 9.4 eV
Maximum force ... 0.021 Eh/bohr
Lowest unoccupied orbital energy ... 0.92 eV
Electronic energy ... -27082.084 eV

Last column: natural (NBO) charge in e.
Element x y z (Å)
S (1.263, 2.194, -2.365)  0.1875
S (-0.355, -3.373, 0.978)  0.1811
C (-0.934, -1.930, 0.016)  -0.5179
C (0.050, -0.764, 0.062)  -0.6211
C (2.171, 2.644, -0.890)  -0.7603
C (-0.450, 2.429, -1.868)  -0.7469
C (-0.990, -2.923, 2.599)  -0.7554
H (-0.618, 2.220, -0.816)  0.2150
H (-1.926, -1.631, 0.357)  0.2085
H (-1.023, 1.660, -2.386)  0.2275
H (0.875, -0.900, -0.628)  0.2187
H (-0.477, 0.149, -0.216)  0.1993
H (-1.054, -2.331, -0.987)  0.2215
H (2.713, 1.789, -0.504)  0.2191
H (-0.822, 3.410, -2.119)  0.2152
H (-0.437, -3.425, 3.380)  0.2300
H (2.929, 3.414, -1.084)  0.2222
H (-0.868, -1.868, 2.848)  0.2122
H (-2.042, -3.173, 2.659)  0.2118
H (0.456, -0.657, 1.071)  0.2080
H (1.538, 3.067, -0.106)  0.2239

---

(4)
Formula: C5H8O2
Source: the OMol25 dataset
Level of theory: ωB97M-V/def2-TZVPD

SMILES string ... O=C[C@@H]1CCOC1
E_HOMO ... -9.87 eV
Gap between HOMO and LUMO ... 10.6 eV
Maximum force ... 0.144 Eh/bohr
Lowest unoccupied orbital energy ... 0.69 eV
Electronic energy ... -9405.991 eV

Last column: natural (NBO) charge in e.
Element x y z (Å)
O (0.938, 1.201, 0.042)  -0.5361
O (-0.310, -1.388, -1.996)  -0.4799
C (-0.128, -0.767, 0.217)  -0.3778
C (-0.782, 0.175, 1.241)  -0.4624
C (-0.122, 1.545, 1.036)  -0.0895
C (-0.780, -0.824, -1.130)  0.4835
C (1.238, -0.118, 0.188)  -0.0539
H (-0.733, 0.011, 2.299)  0.2258
H (1.963, -0.453, -0.621)  0.2217
H (-1.056, 2.185, 0.422)  0.1919
H (-1.926, -0.329, -1.099)  0.0673
H (-1.960, 0.283, 1.146)  0.2132
H (0.056, -1.879, 0.854)  0.2503
H (0.159, 2.047, 2.083)  0.2051
H (1.911, -0.434, 1.225)  0.1408

---

(5)
Formula: C9H28KO9S2
Source: the OMol25 dataset
Level of theory: ωB97M-V/def2-TZVPD

E_HOMO ... -13.60 eV
Gap between HOMO and LUMO ... 11.1 eV
Maximum force ... 0.017 Eh/bohr
Charge ... +1
Lowest unoccupied orbital energy ... -2.52 eV
Electronic energy ... -66204.786 eV

Last column: natural (NBO) charge in e.
Element x y z (Å)
K (1.890, -0.008, -0.180)  0.9663
S (-0.323, -1.218, 2.972)  2.4273
S (-1.021, -2.159, -2.241)  2.4234
O (-0.576, -2.187, 3.974)  -0.9281
O (2.091, 2.625, -1.412)  -0.7565
O (4.627, -0.006, 0.692)  -0.7633
O (-0.561, 1.556, -0.061)  -0.7509
O (-1.335, -0.990, -3.232)  -0.7262
O (0.915, -1.233, 2.263)  -0.9888
O (-0.021, -1.617, -1.376)  -0.9971
O (-2.230, -2.655, -1.679)  -0.9275
O (-0.386, 0.215, 3.602)  -0.7233
C (-3.009, 0.278, -4.352)  -0.6286
C (5.230, -0.184, 1.977)  -0.2512
C (-0.306, -3.350, -3.309)  -0.8990
C (-1.642, 1.616, -1.001)  -0.2544
C (-1.448, 0.470, 4.567)  -0.0787
C (-2.492, -1.110, -4.098)  -0.0867
C (3.265, 3.359, -1.793)  -0.2540
C (-1.639, -1.241, 1.831)  -0.9203
C (-0.844, 0.682, 5.938)  -0.6302
H (-0.070, -4.251, -2.752)  0.2699
H (-1.957, 0.600, -1.213)  0.1884
H (3.406, 4.240, -1.166)  0.1818
H (-1.613, 1.048, 6.617)  0.2267
H (-2.195, 0.926, -4.681)  0.2209
H (0.548, -2.875, -3.782)  0.2554
H (-1.074, -3.581, -4.047)  0.2548
H (-2.194, -1.599, -5.032)  0.1865
H (1.591, 3.172, -0.802)  0.4679
H (-1.274, -0.959, 0.848)  0.2608
H (-2.447, -0.601, 2.173)  0.2509
H (-1.329, 2.100, -1.928)  0.1774
H (4.809, -0.769, 0.135)  0.4692
H (-3.799, 0.304, -5.098)  0.2381
H (-3.394, 0.718, -3.429)  0.2133
H (6.281, -0.462, 1.888)  0.1818
H (-2.485, 2.173, -0.587)  0.1779
H (-0.335, 2.468, 0.149)  0.4653
H (4.133, 2.711, -1.697)  0.1835
H (3.168, 3.709, -2.821)  0.1835
H (4.690, -0.919, 2.572)  0.1802
H (-2.179, -0.338, 4.562)  0.1992
H (-0.085, 1.461, 5.864)  0.2180
H (-3.242, -1.757, -3.643)  0.2153
H (-0.402, -0.240, 6.305)  0.2306
H (-1.987, -2.273, 1.801)  0.2693
H (5.202, 0.785, 2.468)  0.1914
H (-1.953, 1.370, 4.213)  0.1899

---

(6)
Formula: C32H30N8ORuS6
Source: the OMol25 dataset
Level of theory: ωB97M-V/def2-TZVPD

E_HOMO (alpha / beta) ... -3.53 / -3.77 eV
Gap between HOMO and LUMO (alpha / beta) ... 5.5 / 5.7 eV
Maximum force ... 0.052 Eh/bohr
Multiplicity ... 2
Charge ... -1
Lowest unoccupied orbital energy (alpha / beta) ... 1.94 / 1.94 eV
Electronic energy ... -115234.123 eV
⟨S²⟩ ... 0.77

Last column: Löwdin charge in e.
Element x y z (Å)
Ru (-0.024, 0.046, -0.160)  0.8967
S (-2.317, -0.576, 0.049)  0.6015
S (-3.194, 0.611, -4.098)  1.0347
S (-0.932, 4.097, -1.926)  1.0353
S (0.833, -2.629, -0.731)  0.6322
S (-1.660, -3.639, 1.182)  0.6242
S (1.477, 1.805, -4.225)  1.0709
O (0.217, 0.934, -2.031)  -0.4022
N (1.504, 4.866, 3.823)  0.1380
N (0.218, 3.508, 2.490)  0.1358
N (2.562, 3.606, 2.148)  0.1771
N (-0.437, 2.128, 0.587)  0.1516
N (-3.446, -0.537, 2.472)  0.0721
N (-1.144, -0.560, 2.475)  -0.0193
N (-0.022, -0.490, 1.764)  -0.1331
N (1.990, 0.034, 0.240)  -0.0758
C (0.368, -2.133, 4.183)  -0.0253
C (-3.166, 3.642, -0.775)  -0.1947
C (4.252, -0.182, -0.457)  -0.0627
C (2.291, -0.458, 1.496)  -0.2236
C (4.597, -0.686, 0.810)  -0.0814
C (-1.397, -1.000, -3.251)  -0.1378
C (-0.202, 2.085, -4.008)  -0.4993
C (1.463, 2.757, -5.663)  -0.4292
C (0.439, -2.607, 5.476)  -0.0808
C (-0.808, 1.443, -2.781)  -0.6701
C (1.181, -0.683, 2.348)  -0.1961
C (1.275, -1.169, 3.721)  -0.1596
C (-1.701, 0.323, -3.273)  -0.4611
C (-0.053, 2.725, 1.511)  -0.2779
C (2.309, -1.175, 5.906)  -0.1064
C (-1.396, -4.206, -0.388)  -0.8417
C (-0.004, -4.554, -2.432)  -0.1550
C (2.932, 0.146, -0.685)  -0.1502
C (-3.403, -1.079, -4.383)  -0.4178
C (-2.268, 4.633, -0.983)  -0.4323
C (-1.602, 2.501, -2.036)  -0.4813
C (2.235, -0.684, 4.617)  -0.0591
C (-2.789, 2.421, -1.380)  -0.1906
C (-2.378, -1.804, -3.875)  -0.1823
C (-2.370, -5.224, -0.919)  -0.1556
C (-2.246, -0.553, 1.808)  -0.8581
C (3.634, -0.824, 1.771)  -0.0249
C (1.418, -2.143, 6.343)  -0.1083
C (-0.735, 2.861, -4.989)  -0.1588
C (-0.303, -3.838, -1.144)  -0.8164
C (0.230, 3.251, -5.943)  -0.2022
C (1.396, 3.951, 2.796)  -0.4680
H (-0.828, -4.456, -3.140)  0.0582
H (0.618, 5.279, 4.076)  0.1028
H (-4.076, 3.764, -0.217)  0.0931
H (-1.769, 3.154, -5.031)  0.1025
H (2.908, 0.104, 4.304)  0.1036
H (-1.877, -6.180, -1.103)  0.0698
H (-0.383, -2.517, 3.509)  0.0612
H (3.867, -1.273, 2.726)  0.1021
H (2.506, 2.779, 1.566)  0.0959
H (-3.382, 1.527, -1.307)  0.0522
H (0.014, 3.886, -6.784)  0.0895
H (2.594, 0.517, -1.648)  0.0900
H (0.896, -4.136, -2.879)  0.0478
H (2.361, 2.869, -6.235)  0.0437
H (4.985, -0.083, -1.243)  0.0955
H (-4.281, -1.424, -4.892)  0.0467
H (-3.168, -5.387, -0.200)  0.0440
H (-3.390, -0.902, 3.411)  0.0867
H (2.258, 5.530, 3.731)  0.0958
H (-0.499, -1.384, -2.794)  0.0640
H (-4.212, -0.885, 1.918)  0.0686
H (3.063, -0.795, 6.586)  0.0934
H (-2.807, -4.880, -1.857)  0.0673
H (-2.308, 5.650, -0.644)  0.0452
H (-0.273, -3.349, 5.815)  0.1006
H (-2.312, -2.875, -3.946)  0.0838
H (0.156, -5.619, -2.258)  0.0727
H (5.619, -0.982, 1.008)  0.0990
H (3.405, 3.662, 2.699)  0.1017
H (1.489, -2.536, 7.348)  0.0916

---

> Which of these has the highest maximum force?

C5H8O2

---

> The highest maximum force belongs to which entry?

C5H8O2

---

> Number 6 is which compound?

C32H30N8ORuS6

---

> Look up the electronic energy of the fourth one.

-9405.991 eV